13
Properties=species:S:1:pos:R:3:mulliken_charge:R:1 method="wB97M-V/def2-TZVPD" e_above_lowest_ev=0.000 energy_ev=-34180.529 spin_multiplicity=3 total_charge=0
C 0.6622 -0.6935 -1.6818 -0.59
C -0.4067 0.2265 -1.3890 -0.64
C -0.7015 0.2361 2.6506 -1.08
P 1.2968 0.5921 0.8969 0.06
S 1.1105 -1.3428 -0.0366 -0.17
S 0.3283 1.6883 -0.6066 -0.10
H 0.4558 -1.4653 -2.3938 0.41
H 1.4582 -0.1608 -2.1401 0.35
H -0.9210 0.4565 -2.3215 0.37
H -1.1913 -0.2295 -0.8068 0.32
H -0.3507 -0.5909 3.1686 0.37
H -1.1322 0.0756 1.7021 0.29
H -0.6083 1.2077 2.9579 0.39